Formula: C4H8NO
Source: the OMol25 dataset
Level of theory: ωB97M-V/def2-TZVPD

Last column: natural (NBO) charge in e.
Element x y z (Å)
O  -1.8165  0.9852  0.0895  -0.430
N  0.6153  0.8164  -0.4516  -0.500
C  -0.6733  0.2096  -0.3545  0.253
C  1.7461  0.1304  0.2151  -0.442
C  -1.4091  -1.0574  -0.4537  -0.414
C  -1.5020  -0.1736  0.8070  0.077
H  2.3631  0.8794  0.6768  0.247
H  2.4427  -0.4224  -0.4308  0.253
H  1.3848  -0.6454  0.8880  0.246
H  -0.9318  -2.1005  -0.3227  0.259
H  0.9283  0.9127  -1.4243  0.451
H  -1.2699  -0.2119  1.8804  0.251
H  -2.4999  -1.1279  -0.9250  0.275
H  0.6224  1.8053  -0.1942  0.473

The total charge is +1. The value obtained for the HOMO energy is -13.8 eV. Its SMILES is C[NH2+][C@]12C[C@@H]1O2. The value obtained for the gap between HOMO and LUMO is 10.04 eV. The value obtained for the total energy is -7803.8332 eV.


Formula: C39H25ClN8O9STi
Source: the OMol25 dataset
Level of theory: ωB97M-V/def2-TZVPD

Last column: Löwdin spin population.
Element x y z (Å)
Ti  -0.2493  0.4805  0.3084  0.883
Cl  4.9363  2.6473  4.5283  -0.002
S  -4.1828  -0.7225  2.1633  0.008
O  -0.5499  1.9587  -0.8314  0.022
O  5.7245  4.3820  -2.8443  0.001
O  3.9327  5.6274  -2.9293  0.001
O  -0.4975  -0.8551  -1.0802  0.012
O  4.1331  0.0510  0.7606  -0.001
O  5.2422  -0.2170  -1.1459  0.003
O  -0.2617  1.6876  1.9552  0.006
O  -0.3598  4.1652  -0.3891  -0.002
O  1.6185  0.7385  -0.0086  0.020
N  4.5028  4.5551  -2.6775  0.000
N  -2.9745  -1.8613  -0.0695  0.001
N  -1.4604  -2.6450  2.7822  0.140
N  4.3634  0.3343  -0.4313  0.002
N  -2.8806  -0.5752  -2.8439  0.000
N  -2.4891  0.3797  0.5400  0.011
N  0.4248  -0.9431  1.7750  -0.003
N  -2.4689  -1.1376  -4.9435  0.000
C  -4.0357  0.9811  2.1870  0.002
C  -4.0756  -0.7697  -3.5262  0.000
C  -1.6706  -5.3762  2.0827  0.188
C  0.3386  -1.0585  -4.6203  0.001
C  -1.9265  -0.9571  -3.7059  0.000
C  -2.6635  -4.7576  2.8472  0.055
C  1.5809  -4.4513  0.5638  0.074
C  1.6013  2.9006  -1.0844  0.002
C  2.4554  3.8558  -1.7336  0.000
C  0.1145  3.0764  -0.7504  0.003
C  -3.8717  -1.1016  -4.8301  0.000
C  -2.4855  -3.4285  3.2168  0.111
C  2.2832  1.7549  -0.6580  0.008
C  -4.0235  3.6047  1.6223  0.000
C  1.7304  0.7912  2.8593  0.001
C  -3.1194  2.8116  0.9327  0.001
C  1.5868  -3.0070  0.8610  0.070
C  1.4238  -0.5507  2.5274  0.062
C  -3.0698  -0.8096  0.7850  0.004
C  0.8553  1.9031  2.5593  0.015
C  0.4982  -2.3466  1.4760  0.099
C  2.5908  3.3566  3.4822  0.021
C  3.7706  3.5454  -2.0568  0.001
C  0.5330  -5.2182  0.9765  0.097
C  1.2880  3.1627  3.0386  0.000
C  3.0071  0.9959  3.4682  0.016
C  1.5875  -1.6189  -4.5670  0.000
C  -4.8302  1.7981  2.9566  0.000
C  3.4605  2.2639  3.7772  -0.001
C  0.1839  -1.0961  -2.2050  0.003
C  2.2243  -1.7832  -3.2969  0.001
C  4.4007  2.3308  -1.8156  0.001
C  -3.1286  1.4366  1.2726  0.001
C  -4.7488  3.1458  2.7671  0.001
C  1.5380  -1.4395  -2.1657  0.001
C  -0.4864  -1.0565  -3.4467  0.000
C  3.6064  1.4567  -1.0644  0.000
C  -0.6006  -3.1901  1.9390  0.006
C  -0.5831  -4.6241  1.6305  0.014
H  -5.0160  -0.5307  -3.0089  0.000
H  2.4372  -4.8927  0.0905  0.005
H  3.6569  0.1364  3.5225  0.001
H  -4.0342  4.6694  1.3040  0.000
H  2.0853  -1.2979  -1.2223  0.000
H  2.1280  -1.8480  -5.4835  0.000
H  0.5191  -6.2919  0.8005  0.003
H  -0.0615  -0.6893  -5.5647  0.000
H  2.4394  -2.4074  0.6136  0.004
H  -3.6499  -2.6059  -0.0162  0.001
H  -3.5565  -5.3154  3.2127  0.001
H  -5.3571  3.7912  3.3858  0.000
H  2.1154  4.8568  -1.9472  0.000
H  -2.0302  -1.5906  -5.7289  0.000
H  3.0082  4.3743  3.7007  0.001
H  -4.6387  -1.3230  -5.5400  0.000
H  5.4166  2.1348  -2.0345  0.000
H  -3.0924  -2.9462  3.9311  0.008
H  -2.6181  -1.7178  -1.0043  0.000
H  0.6415  4.0054  2.9143  0.000
H  3.2441  -2.1439  -3.2194  0.000
H  -2.3938  3.2418  0.2433  0.000
H  -1.7432  -6.4393  1.7773  0.012
H  2.2453  -1.2312  2.7751  0.002
H  -5.5891  1.4791  3.5780  0.000

The total charge is -2. The value obtained for the HOMO energy (spin up / spin down) is 0.9 / -2.4 eV. The value obtained for the gap between HOMO and LUMO (spin up / spin down) is 2.56 / 5.85 eV. As for the spin multiplicity: 3. The value obtained for the total energy is -117669.5605 eV. The expectation value of S² is 2.03.


Formula: H3INO2P
Source: the OMol25 dataset
Level of theory: ωB97M-V/def2-TZVPD

Last column: natural (NBO) charge in e.
Element x y z (Å)
I  0.2652  -2.5570  -1.1490  0.385
P  -0.8144  0.1540  -0.2695  1.498
O  1.0590  0.9037  -0.9484  -1.048
O  -0.7819  0.8696  1.1724  -1.007
N  -0.3969  -1.2824  0.2568  -1.235
H  0.6863  1.6347  -1.4666  0.448
H  -0.0930  1.5110  1.1447  0.517
H  0.0756  -1.2336  1.2597  0.443

The total charge is 0. The value obtained for the HOMO energy is -9.3 eV. The value obtained for the gap between HOMO and LUMO is 8.85 eV. The value obtained for the total energy is -23022.3798 eV.


Formula: C8H10IrN2S
Source: the OMol25 dataset
Level of theory: ωB97M-V/def2-TZVPD

Last column: natural (NBO) charge in e.
Element x y z (Å)
Ir  -0.1160  -0.0304  -0.0476  1.062
S  0.6107  -2.6300  3.9049  -0.274
N  0.2494  -1.0485  1.6330  -0.672
N  1.7350  -0.2298  -0.4407  -0.683
C  0.3913  -1.7456  2.6000  0.171
C  -2.3213  0.2848  -0.2205  -0.338
C  -1.6812  1.1734  -1.1526  -0.359
C  -1.9854  -1.0710  -0.5950  -0.345
C  0.8876  1.7249  0.2759  -0.766
C  -1.1243  -1.0099  -1.7620  -0.343
C  -0.9184  0.3880  -2.0878  -0.343
C  2.2032  1.0941  -0.2059  -0.268
H  3.0004  1.1143  0.5733  0.171
H  -3.0012  0.5730  0.5711  0.230
H  -0.7229  -1.8535  -2.2996  0.224
H  -1.7665  2.2513  -1.1571  0.223
H  -2.3623  -1.9718  -0.1359  0.231
H  -0.3510  0.7638  -2.9297  0.227
H  2.3261  -0.9017  -0.9019  0.324
H  0.6637  2.5828  -0.3559  0.178
H  0.9839  2.0631  1.2997  0.190
H  2.5897  1.5628  -1.1472  0.160

The total charge is -1. The value obtained for the HOMO energy (spin up / spin down) is -0.3 / -4.4 eV. The value obtained for the gap between HOMO and LUMO (spin up / spin down) is 3.47 / 7.26 eV. As for the spin multiplicity: 5. The value obtained for the total energy is -25106.9310 eV. The expectation value of S² is 6.02.


What are the ΔE to the lowest compared entry with this formula, charge and spin values for these records? In order: 98.5 0.0 27.5 0.0 kcal/mol.